No. 1
Computed, not measured: a cluster of 13 separate species, C4H32NO15 in total, with ωB97M-V/def2-TZVPD.

Atoms and positions in Å:
O1 1.63732 -0.37876 1.41576
C1 0.96539 0.29585 0.73868
C2 0.07276 -0.37368 -0.40234
C3 -1.36469 -0.32091 -0.21689
O2 -1.80017 -1.61551 -0.00717
N1 0.53582 0.36735 -1.66058
C4 -0.06794 1.58946 -2.03053
O3 -0.52963 2.27655 -1.02608
H1 0.72308 1.34933 0.98191
H2 0.32667 -1.44774 -0.52966
H3 -1.73450 0.09585 0.75762
H4 -1.92166 0.19602 -1.00698
H5 -1.45677 -2.28412 -0.66669
H6 1.53003 0.50520 -1.50896
H7 -0.95302 1.48841 -2.65614
H8 0.81479 2.11605 -2.66578
H9 -0.78380 -1.10558 1.79269
H10 0.41531 -2.16099 1.86434
O4 -0.22382 -1.61764 2.49432
H11 0.55188 -1.09599 -3.06881
H12 1.85056 -0.99366 -4.04715
O5 1.33846 -1.53592 -3.57506
H13 -2.31113 2.22298 -1.74435
H14 -2.70322 3.33175 -2.70974
O6 -3.08437 2.58761 -2.18095
H15 1.18655 -1.34440 4.32800
H16 1.86200 -0.37326 3.46854
O7 1.97212 -0.72101 4.28680
H17 2.48189 2.45177 -0.77522
H18 2.22688 3.82819 0.10390
O8 2.78741 3.11303 -0.15270
H19 -0.60976 0.91849 3.22243
H20 -0.36638 2.24171 2.51366
O9 -1.08014 1.62873 2.73032
H21 0.16136 4.32335 0.89519
H22 0.18913 3.01908 -0.04481
O10 0.67387 3.68180 0.73224
H23 -3.89022 1.72845 1.73456
H24 -3.38182 0.53187 0.98467
O11 -4.10990 0.77977 1.51381
H25 2.42278 -2.00411 0.23785
H26 1.82221 -2.93187 -0.73679
O12 2.62859 -2.81229 -0.20871
H27 0.32570 -4.07893 -2.03668
H28 0.08393 -3.08215 -2.86171
O13 -0.38071 -3.49152 -2.18791
H29 -3.36515 -1.93410 0.74100
H30 -4.72663 -1.07380 0.55654
O14 -4.32472 -1.89734 0.63374
H31 3.91670 -1.11185 -1.59645
H32 4.15616 -2.17531 -0.64955
O15 4.46726 -1.35580 -0.94176

Results
- total charge = -1
- E_tot (a.u.) = -1354.85245
- energy relative to the best compared isomer or geometry (same formula, charge and spin) (eV) = 8.990

---

No. 2
Computed, not measured: a cluster of 13 separate species, C4H32NO15 in total, with ωB97M-V/def2-TZVPD.

Atoms and positions in Å:
O1 1.48517 -1.34984 -0.62259
C1 0.81852 -0.31535 -0.82315
O2 1.24836 0.86855 -0.99365
C2 -0.71616 -0.33145 -0.68885
C3 -1.25578 -1.79949 -0.62572
C4 -2.73502 -1.97513 -0.72415
O3 -3.36191 -1.48307 0.48023
N1 -1.15758 0.41113 0.47230
H1 3.49746 1.48244 -0.76110
H2 -1.21286 0.06116 -1.58114
H3 -0.65452 -2.25848 -1.41817
H4 -0.83593 -2.23430 0.28199
H5 -3.08248 -3.01254 -0.65977
H6 -3.25313 -1.54335 -1.58581
H7 -3.01201 -0.59568 0.65514
H8 -0.66491 0.17187 1.31824
H9 -2.64665 0.86019 3.38114
H10 -2.29596 -0.16306 2.29760
O4 -2.84653 -0.03196 3.08013
H11 -0.46197 -0.00981 4.20911
H12 0.76936 -0.46658 3.51067
O5 0.39970 -0.39318 4.42026
H13 1.79050 -0.27166 -4.32127
H14 2.38938 0.90762 -3.65419
O6 1.71575 0.68657 -4.30161
H15 -1.39807 1.38715 0.41092
H16 0.51783 3.97332 0.36405
O7 0.63155 3.50084 1.18819
H17 1.25444 2.80297 0.96050
H18 2.89883 1.43165 0.56096
O8 3.56174 1.94081 0.07751
H19 2.87010 -1.35086 -2.03760
H20 3.35565 0.08328 -1.92649
O9 3.26604 -0.63614 -2.54718
H21 0.15313 -2.01835 2.37972
H22 1.20119 -1.90268 1.23928
O10 0.82914 -1.42620 2.00439
H23 -1.36099 -2.01100 3.78882
H24 -2.37276 -2.34068 2.63489
O11 -1.52457 -2.57445 3.02590
H25 -0.90501 2.69106 1.73212
H26 -2.34604 3.19557 1.44716
O12 -1.85695 2.49121 1.87623
H27 2.14399 -4.04345 0.19688
H28 1.97869 -3.20531 -1.07585
O13 1.88222 -4.10491 -0.72467
H29 0.43480 3.78686 -2.26689
H30 1.15276 2.54980 -1.62440
O14 1.01949 3.52217 -1.55263
H31 0.09159 1.23632 -4.20140
H32 -0.68322 2.01044 -3.16932
O15 -0.71636 1.79597 -4.10669

Results
- total charge = -1
- E_tot (a.u.) = -1355.09287
- energy relative to the best compared isomer or geometry (same formula, charge and spin) (eV) = 2.448